{
  "formula": "C20H45F4IN5O14",
  "method": "the ωB97M-V functional and the def2-TZVPD basis",
  "symbols": ["N", "F", "H", "H", "C", "H", "H", "C", "H", "H", "H", "H", "O", "H", "H", "H", "C", "H", "O", "H", "H", "H", "H", "C", "C", "H", "I", "H", "H", "H", "H", "O", "H", "O", "C", "H", "C", "H", "N", "C", "O", "H", "F", "O", "H", "O", "H", "H", "C", "H", "O", "O", "C", "N", "H", "O", "H", "H", "H", "C", "H", "F", "C", "H", "H", "C", "H", "N", "C", "C", "H", "O", "F", "H", "N", "C", "C", "H", "H", "O", "O", "C", "H", "H", "O", "C", "H", "C", "H"],
  "positions_angstrom": [[1.138216, -1.122246, -0.370414], [-3.201589, 0.128151, -2.855814], [-1.698966, -4.270832, 0.129025], [2.664727, 6.752541, 3.499974], [-3.253976, -1.258162, -2.760817], [2.315168, -6.996435, 0.258986], [0.234476, -3.622048, 1.912607], [0.853800, -3.560846, -0.157249], [0.842068, 0.939723, -4.507468], [0.308594, 2.364719, -4.606341], [-2.357269, -1.638596, -3.249149], [2.144528, 0.035631, 5.528584], [-2.234329, -5.082332, 2.339340], [2.928500, -1.160793, -4.335391], [2.456834, 2.021140, 1.193256], [-4.080186, -2.347091, -1.108713], [-0.274707, 4.908411, 3.602993], [-3.512401, 5.114672, 5.983776], [4.897492, -0.590608, 3.197398], [-1.499845, 2.726545, -0.309780], [-1.311618, 5.231820, 3.599454], [-1.919856, 4.217428, 1.592161], [4.254133, 2.839693, -3.883364], [2.534600, -1.199431, -0.024956], [1.889968, -6.006292, 0.192573], [1.692396, -3.663992, -4.442282], [-1.501330, -6.718089, -1.750399], [-4.152185, -1.618840, -3.249163], [-0.021634, 4.483626, 4.570871], [4.762605, 1.443367, -4.221763], [-4.526925, -5.115304, 1.120505], [-4.909330, -4.407995, 0.587757], [-4.462640, -1.946268, -5.788384], [-1.735581, 10.346190, 0.297021], [-0.916856, -1.762240, -0.726237], [2.731624, 0.334038, -4.056178], [0.777527, 1.359116, -0.901993], [-1.664959, 9.389462, 0.390890], [-0.872684, -0.432055, -0.902817], [-3.240950, -1.680370, -1.288183], [2.943199, -0.286325, -4.762281], [2.445247, -5.784924, -1.870494], [3.203287, -1.976927, -0.872117], [2.168032, -3.029309, -3.897406], [0.338511, 5.799094, 3.488642], [-4.453004, -2.804400, -5.351110], [1.709735, -3.048668, -3.047418], [-1.100741, 6.375498, 0.550395], [0.000867, 3.963655, 2.473865], [-3.380836, -0.819866, -0.640646], [-1.569277, 7.138034, 0.196079], [2.502011, -0.854932, 5.463543], [0.730626, -4.123687, 1.095864], [0.307898, -2.245336, -0.403338], [-2.416712, 10.605271, 0.923682], [-3.065973, 5.683782, 5.349441], [0.173249, 1.694927, -1.742072], [3.529575, 5.526462, 3.700069], [-2.251317, 6.765096, -0.370697], [-2.160084, -3.876890, -0.776965], [-2.877015, 6.488396, 5.842565], [2.653879, -1.724393, 1.206811], [1.479975, 2.480028, 1.266060], [3.342667, -0.741596, 5.003654], [-2.297852, -5.929935, 2.793417], [1.272633, -5.394055, 1.271547], [1.198890, -5.905359, 2.219817], [1.441561, -4.113729, -1.206639], [0.510802, 2.247727, 0.295056], [0.373350, -0.054057, -0.711296], [4.344455, -1.012936, 2.534014], [-1.067944, -4.058874, -2.912409], [3.061493, 0.009154, -0.035300], [-2.459189, -4.430976, 3.013754], [-2.040899, -2.445394, -0.891285], [-0.720331, 2.873393, 0.426870], [1.230114, 3.321156, 2.333851], [1.805995, 1.445342, -1.234564], [5.358869, -1.317517, 3.629846], [0.920154, 1.814699, -4.105978], [5.062157, 2.325116, -3.973625], [-1.529502, -4.589866, -1.959253], [-3.206091, -4.170873, -0.729742], [1.993561, 3.515351, 3.073276], [2.651852, 5.872918, 3.893138], [-0.965935, 3.711980, 1.501405], [-3.615219, -3.197685, -5.616344], [1.960653, -5.323863, -1.020881], [-5.614820, -4.830116, 0.084883]],
  "forces_ev_per_angstrom": [[0.052, 0.434, -0.330], [-0.178, -0.031, -0.053], [-0.094, 0.021, 0.080], [-0.046, 0.029, 0.056], [0.467, 0.286, 0.525], [0.014, -0.029, 0.098], [-0.031, 0.152, -0.054], [-0.314, -0.015, -0.079], [0.064, 0.069, -0.175], [0.064, 0.075, -0.004], [-0.108, -0.167, -0.201], [0.005, 0.005, 0.049], [-0.072, 0.017, 0.030], [-0.083, 0.016, -0.310], [0.035, -0.029, -0.077], [0.011, -0.055, 0.138], [-0.056, 0.260, -0.249], [-0.020, -0.013, -0.019], [-0.144, -0.061, 0.197], [0.027, -0.093, -0.098], [-0.106, -0.148, 0.155], [-0.114, -0.092, -0.034], [0.013, 0.046, -0.084], [0.182, -0.333, 0.068], [-0.037, 0.299, -0.059], [0.008, 0.080, -0.094], [-0.101, -0.076, 0.067], [-0.005, 0.089, -0.189], [-0.045, -0.070, 0.050], [0.046, -0.025, -0.175], [0.064, 0.069, 0.059], [0.005, -0.104, -0.165], [-0.080, -0.030, -0.066], [-0.018, -0.011, 0.023], [0.074, -0.202, -0.051], [0.089, 0.092, -0.050], [0.215, 0.373, -0.256], [0.042, -0.132, -0.029], [0.212, 0.069, -0.063], [-0.364, -0.298, -0.232], [-0.050, -0.083, 0.408], [0.007, 0.078, -0.114], [-0.158, 0.253, 0.220], [0.018, 0.197, 0.052], [0.074, 0.003, 0.038], [0.115, 0.052, 0.058], [0.058, -0.327, 0.076], [0.065, 0.012, 0.036], [-0.079, -0.204, -0.171], [0.160, 0.135, -0.039], [-0.046, 0.006, 0.018], [0.005, -0.046, -0.120], [0.154, -0.286, 0.086], [0.302, 0.055, 0.384], [0.001, 0.022, -0.002], [-0.022, -0.004, 0.071], [-0.060, -0.002, -0.027], [0.022, 0.004, 0.073], [-0.013, 0.058, -0.030], [0.626, -0.373, -0.147], [0.006, 0.027, -0.037], [0.060, 0.127, -0.258], [0.127, -0.092, 0.008], [0.009, 0.089, -0.071], [0.054, -0.022, -0.016], [0.026, -0.113, -0.324], [-0.022, 0.065, 0.083], [0.009, -0.148, 0.314], [-0.062, -0.079, 0.153], [-0.438, -0.120, 0.059], [0.012, -0.026, 0.006], [-0.076, 0.005, 0.008], [-0.097, -0.271, 0.057], [-0.044, -0.004, 0.000], [-0.429, 0.261, 0.267], [-0.089, 0.027, 0.009], [-0.159, 0.150, 0.156], [0.090, -0.059, 0.066], [0.121, 0.037, -0.060], [-0.126, -0.195, 0.108], [-0.111, -0.088, 0.185], [0.098, 0.160, -0.256], [-0.093, 0.121, 0.118], [0.088, -0.059, -0.007], [0.257, 0.048, -0.112], [0.056, 0.265, 0.193], [-0.040, -0.058, -0.059], [0.014, -0.100, 0.054], [-0.090, 0.035, 0.086]],
  "lowdin_charge": [0.169, -0.055, 0.084, 0.051, -0.163, 0.119, 0.128, -0.292, 0.034, 0.055, 0.114, 0.033, -0.047, 0.008, 0.105, 0.118, -0.045, 0.038, -0.042, 0.118, 0.057, 0.114, 0.027, -0.578, -0.033, 0.053, 0.911, 0.100, 0.091, 0.009, 0.032, -0.053, 0.046, -0.063, -0.234, -0.003, -0.059, -0.008, 0.265, -0.071, -0.052, 0.128, 0.203, -0.053, 0.066, -0.056, -0.009, 0.019, -0.253, 0.135, -0.039, -0.065, 0.004, 0.154, 0.030, -0.055, 0.113, 0.045, 0.048, -0.177, 0.041, 0.177, -0.029, -0.001, 0.058, -0.020, 0.123, 0.132, -0.215, -0.162, 0.005, 0.025, 0.209, 0.061, -0.002, -0.032, -0.028, 0.121, 0.052, -0.049, -0.054, -0.826, 0.097, 0.104, -0.054, -0.046, 0.040, -0.105, 0.058],
  "e_homo_ha": -0.4124,
  "total_energy_ev": -76550.892,
  "homo_lumo_gap_ha": 0.3040,
  "total_charge": 1
}